A molecular structure, C48H122CrN6O20P, computed with ωB97M-V with the def2-TZVPD basis set.

The geometry in ORCA input format:
```
! RIJCOSX wB97M-V def2-TZVPD def2/J DEFGRID3
* xyz 0 4
Cr 1.35728 -0.22039 1.77508
P 0.65379 -0.59812 -0.41424
O 1.38347 -1.68831 0.51769
O 1.59566 0.56172 -0.05367
O -0.47625 -0.41237 0.67268
O 0.37552 -1.01398 -1.82271
C 4.67849 3.22453 -3.56534
O 4.12774 2.87492 -4.76806
C 3.67334 1.52852 -4.71444
C 2.41807 1.29332 -3.92498
N 1.85197 -0.02122 -4.25162
C 1.03782 -0.02570 -5.45812
C -0.31183 0.75632 -5.39316
O -0.91875 0.75427 -6.64941
C -1.56214 -0.46391 -7.07933
H 5.16604 2.36148 -3.05016
H 3.83746 3.51677 -2.83346
H 5.37803 4.05851 -3.70458
H 4.44861 0.93882 -4.24423
H 3.44874 1.17219 -5.71601
H 1.75696 2.13342 -4.16331
H 2.70468 1.44841 -2.86531
H 1.27941 -0.35441 -3.46560
H 0.74621 -1.10842 -5.55353
H 1.55077 0.25977 -6.43537
H -0.13502 1.78709 -5.03803
H -0.96149 0.18918 -4.69345
H -0.89325 -1.24491 -7.40843
H -2.22907 -0.30089 -7.90230
H -2.25251 -0.79592 -6.27330
C -4.82649 -0.16994 -3.23471
O -4.27180 0.28661 -2.00998
C -2.85514 -0.10350 -1.95284
C -2.64131 -1.55560 -1.67440
N -2.09996 -2.23856 -2.89230
C -1.81913 -3.70438 -2.72919
C -0.54943 -3.91571 -2.00659
O -0.20148 -5.33158 -2.03374
C 1.11682 -5.63435 -1.62001
H -5.87417 0.16105 -3.27056
H -4.76493 -1.22565 -3.34872
H -4.28008 0.32261 -4.08841
H -2.43323 0.49044 -1.16626
H -2.40766 0.14226 -2.95869
H -3.66603 -1.95930 -1.46252
H -2.07062 -1.71988 -0.74758
H -1.18508 -1.81355 -2.99636
H -1.77835 -4.09377 -3.74292
H -2.57722 -4.29844 -2.21688
H -0.65505 -3.48202 -1.00205
H 0.27420 -3.36535 -2.57268
H 1.23197 -5.47256 -0.51866
H 1.95432 -5.09754 -2.07847
H 1.19633 -6.65179 -1.80342
C -3.28033 -1.36648 1.92405
O -3.35495 -1.85726 3.29062
C -4.01436 -0.96970 4.14721
C -3.63847 -1.29428 5.58321
N -2.23260 -1.27461 5.78289
C -1.83535 -1.57750 7.14663
C -0.31100 -1.65526 7.38406
O 0.37523 -2.51375 6.49579
C -0.03602 -3.83467 6.86384
H -4.24363 -1.32057 1.41226
H -2.61869 -2.04812 1.42140
H -2.70195 -0.44701 1.81049
H -5.09299 -1.02510 3.99954
H -3.71386 0.09972 3.97053
H -4.21483 -2.14099 5.98263
H -4.10211 -0.45033 6.08607
H -1.76288 -1.89500 5.14629
H -2.34345 -2.48577 7.53010
H -2.14457 -0.77437 7.79996
H -0.03393 -1.94693 8.41418
H 0.16961 -0.64388 7.26270
H -1.02997 -4.11857 6.47240
H -0.01782 -3.89819 8.00604
H 0.72374 -4.53971 6.51252
C 0.00575 5.03450 1.54580
O 0.23259 3.85507 2.17351
C -0.39196 2.73614 1.74030
C -0.49674 1.76875 2.86925
N 0.87106 1.28553 3.13150
C 1.04890 0.89360 4.61662
C 1.13072 2.09413 5.52578
O 2.21683 2.80712 4.83941
C 2.07258 4.22988 4.78733
H 0.53987 5.78895 2.21656
H -1.09104 5.22831 1.43670
H 0.46928 5.05664 0.57603
H 0.17572 2.22841 0.89914
H -1.36722 2.93020 1.32977
H -1.16008 0.94357 2.47309
H -1.02478 2.18435 3.71458
H 1.53204 2.09141 2.86786
H 2.02505 0.45427 4.79480
H 0.27518 0.19326 4.92397
H 1.44713 1.85807 6.55379
H 0.24728 2.72387 5.51754
H 3.02646 4.65546 4.47775
H 1.86877 4.59362 5.83792
H 1.30338 4.57505 4.13238
C -4.32590 6.99459 -3.15678
O -3.50766 5.98211 -2.70725
C -4.20185 4.82295 -2.33263
C -3.24402 3.62018 -2.50175
N -2.01782 3.89870 -1.76608
C -0.92478 2.95631 -2.01726
C 0.37493 3.80501 -2.00273
O 0.31973 5.01520 -2.70684
C 0.30356 5.05388 -4.10710
H -3.72151 7.64331 -3.73513
H -4.80328 7.49279 -2.34725
H -5.12788 6.56238 -3.81459
H -5.09969 4.66975 -2.95226
H -4.47926 4.92772 -1.29744
H -2.97450 3.50388 -3.61314
H -3.75150 2.68534 -2.18617
H -1.70580 4.78038 -2.15113
H -1.03254 2.50682 -3.01542
H -0.95887 2.13224 -1.30768
H 1.25679 3.22290 -2.35284
H 0.58479 4.12919 -0.97539
H 0.74639 4.13634 -4.42951
H 0.76634 5.92231 -4.49623
H -0.75160 5.13000 -4.35911
C 3.26804 3.10343 0.40034
O 3.36885 2.32147 1.52922
C 4.56606 1.52088 1.53452
C 4.44697 0.49373 2.64037
N 3.47864 -0.57142 2.39966
C 3.40203 -1.53093 3.58775
C 2.21311 -2.37057 3.53773
O 1.05625 -1.50473 3.44311
C -0.13847 -2.27481 3.23199
H 3.31996 2.50589 -0.51455
H 4.08519 3.83557 0.42918
H 2.35783 3.67711 0.36230
H 5.44460 2.15715 1.71680
H 4.62778 0.99026 0.54545
H 4.05986 1.02390 3.52150
H 5.45266 0.10324 2.78459
H 3.86502 -1.12776 1.58655
H 3.35788 -0.85699 4.48211
H 4.34524 -2.12827 3.62805
H 2.00499 -3.03910 4.37297
H 2.21781 -3.01548 2.66350
H -0.92493 -1.53666 2.95894
H -0.21872 -2.87867 4.12428
H -0.04208 -2.88526 2.31108
C 2.78316 -4.07707 -6.79630
C 3.01835 -3.10763 -5.56587
C 4.16437 -3.66049 -4.75212
O 3.29086 -1.83733 -6.10430
H 2.02256 -3.56441 -7.41568
H 2.49660 -4.97656 -6.31505
H 3.69294 -4.06782 -7.38436
H 2.04995 -2.99633 -4.97295
H 4.85392 -4.01759 -5.46519
H 3.82380 -4.55669 -4.13870
H 4.64044 -2.92132 -4.16093
H 3.22620 -1.19798 -5.39008
C -1.01993 -5.99532 4.09892
C -1.96696 -5.20599 3.19427
C -2.80867 -6.08429 2.28056
O -2.85131 -4.47486 4.08759
H -0.48334 -5.31028 4.75532
H -0.44333 -6.71524 3.52936
H -1.55919 -6.64398 4.82144
H -1.52265 -4.45337 2.48247
H -3.63823 -5.47101 1.87599
H -3.26207 -6.97346 2.80836
H -2.29196 -6.42081 1.41241
H -3.11418 -3.59177 3.73261
C -4.38679 2.05106 0.92165
C -4.61547 3.48791 0.78938
C -5.60875 4.20115 1.77222
O -3.39075 4.19067 0.65679
H -5.33847 1.53928 0.71147
H -4.13068 1.68411 1.93383
H -3.58788 1.75033 0.21973
H -5.01628 3.61012 -0.21115
H -5.21741 4.01341 2.77070
H -6.64522 3.76733 1.65307
H -5.62207 5.29498 1.57887
H -2.90927 3.88540 -0.19451
C 4.19998 -1.16535 -1.93436
C 4.56416 -2.48465 -1.19931
C 6.03640 -2.71973 -1.18733
O 4.19946 -2.29841 0.17492
H 4.78666 -0.47223 -1.30499
H 3.16243 -1.00020 -1.91582
H 4.54007 -1.10798 -2.94994
H 3.94492 -3.33767 -1.51164
H 6.55215 -2.06194 -0.45337
H 6.54009 -2.61024 -2.11778
H 6.23605 -3.64834 -0.74985
H 3.21884 -2.26565 0.16179
*
```

Its HOMO-LUMO gap (alpha / beta) is 8.438 / 8.477 eV. The expectation value of S² is 3.789. The calculation puts the total energy at -5121.0565 Ha. The calculation puts the lowest unoccupied orbital energy (alpha / beta) at 0.100 / 0.140 eV.

Atom charges from the Mulliken analysis, given in e for atoms 1 to 99:
1 Cr 0.805
2 P -0.739
3 O -0.901
4 O 1.170
5 O -0.040
6 O 0.736
7 C -0.562
8 O -0.545
9 C -0.951
10 C 3.060
11 N 3.194
12 C -0.747
13 C 0.612
14 O -0.545
15 C -0.539
16 H 0.205
17 H 0.116
18 H 0.344
19 H 0.545
20 H 0.404
21 H -1.342
22 H -1.442
23 H -1.752
24 H 0.234
25 H 0.147
26 H 0.021
27 H -0.252
28 H 0.242
29 H 0.321
30 H 0.128
31 C -0.853
32 O -0.393
33 C 1.811
34 C 0.668
35 N -0.023
36 C -1.265
37 C 1.818
38 O -0.572
39 C -0.411
40 H 0.337
41 H 0.359
42 H 0.195
43 H -1.247
44 H -0.347
45 H 1.109
46 H -1.645
47 H -0.274
48 H 0.352
49 H 0.406
50 H -0.544
51 H -0.480
52 H 0.150
53 H -0.033
54 H 0.454
55 C -0.527
56 O -0.225
57 C -0.351
58 C -1.108
59 N 0.490
60 C -0.740
61 C -0.586
62 O -0.144
63 C -0.911
64 H 0.664
65 H -0.032
66 H -0.134
67 H 0.482
68 H 0.039
69 H 0.385
70 H 0.517
71 H -0.441
72 H 0.362
73 H 0.504
74 H 0.575
75 H -0.006
76 H 0.350
77 H 0.396
78 H 0.244
79 C -0.665
80 O -0.092
81 C 1.230
82 C -0.022
83 N 1.633
84 C -0.568
85 C -0.796
86 O -0.242
87 C -0.770
88 H 0.257
89 H 0.091
90 H 0.363
91 H -0.976
92 H -0.424
93 H -1.167
94 H 0.539
95 H -0.074
96 H -0.627
97 H -0.148
98 H 0.444
99 H 0.497

12 unconnected molecules or ions with the total composition C48H125N5O12, computed with ωB97M-V with the def2-TZVPD basis set.

The geometry in ORCA input format:
```
! RIJCOSX wB97M-V def2-TZVPD def2/J DEFGRID3
* xyz 0 1
C 5.66977 -0.81356 -2.19724
C 4.19015 -1.26645 -2.43681
C 3.64053 -0.90548 -3.86780
O 3.17198 0.41895 -3.77933
C 2.81952 1.04764 -5.00941
N 4.19766 -2.69210 -2.13343
H 5.91367 -0.96113 -1.14518
H 5.76341 0.23121 -2.49354
H 6.35389 -1.48483 -2.71634
H 3.60164 -0.75251 -1.67681
H 2.82393 -1.50470 -4.27054
H 4.45369 -1.06741 -4.57536
H 2.08979 0.45914 -5.56555
H 3.74781 1.23947 -5.54752
H 2.38917 2.00798 -4.72541
H 3.23092 -2.98064 -2.18100
H 4.40403 -2.93363 -1.17469
C 1.31816 0.25423 5.74878
C 1.53991 1.73423 5.48978
C 2.79177 1.94418 4.59235
O 3.89808 1.46399 5.30757
C 5.13532 1.62529 4.64352
N 0.37454 2.29900 4.85699
H 0.88085 -0.28141 4.90620
H 0.56474 0.18635 6.53354
H 2.23178 -0.27797 6.01367
H 1.81558 2.19193 6.43984
H 2.90357 2.99373 4.32025
H 2.63069 1.39135 3.66686
H 5.32852 2.65407 4.33962
H 5.09144 1.06050 3.71228
H 5.85303 1.15425 5.31516
H -0.35360 2.49162 5.52990
H 0.49201 3.24262 4.51658
C 2.07455 -5.38703 -2.81282
C 1.34619 -4.09177 -3.19743
C -0.14375 -4.12531 -3.65865
O -0.95749 -4.41487 -2.54950
C -2.32192 -4.35824 -2.98422
N 1.32467 -3.19707 -2.08899
H 2.39780 -5.97477 -3.67199
H 1.40608 -5.90693 -2.12656
H 3.01257 -5.17655 -2.29907
H 1.94803 -3.76268 -4.04453
H -0.28699 -4.95669 -4.34887
H -0.41951 -3.21554 -4.19189
H -2.56258 -3.29871 -3.07136
H -2.92949 -4.79714 -2.19280
H -2.48634 -4.82224 -3.95672
H 0.95153 -2.34364 -2.47954
H 0.49708 -3.50437 -1.59832
C -4.85679 -3.92730 5.19998
C -5.00480 -3.31566 3.81111
C -3.72999 -2.88160 3.09077
O -4.04783 -2.09003 1.92944
C -2.86012 -1.66555 1.28551
N -5.79088 -4.19471 2.91196
H -5.80326 -4.21051 5.66053
H -4.27426 -3.26222 5.83750
H -4.31850 -4.86271 5.04717
H -5.61972 -2.42113 3.91008
H -3.16686 -3.72898 2.69970
H -3.03928 -2.35447 3.74892
H -2.23801 -1.07870 1.96128
H -3.12700 -0.92230 0.53420
H -2.29539 -2.44174 0.76908
H -5.80868 -3.84123 1.96600
H -6.74117 -4.20684 3.25389
C -1.56928 0.00555 -2.06118
C -0.06019 0.10541 -2.06421
C 0.62409 -0.29547 -0.68702
O 0.02445 0.32380 0.44186
C 0.87581 0.36215 1.57954
N 0.49575 -0.71312 -3.15701
H -1.94159 0.64180 -1.25826
H -2.00850 -0.98835 -1.97538
H -1.96168 0.38787 -3.00350
H 0.16503 1.14238 -2.31334
H 1.70105 -0.12871 -0.66567
H 0.55008 -1.36729 -0.50307
H 1.92933 0.59591 1.42599
H 0.80273 -0.59354 2.09858
H 0.48303 1.10249 2.27646
H 0.23540 -0.21666 -3.99716
H 1.49733 -0.58958 -3.19793
C 0.44198 -3.92580 2.37514
C 0.52474 -4.92560 1.24013
O 0.32310 -6.20394 1.88664
C 0.69880 -7.32805 1.06152
C -0.29413 -7.45450 -0.14045
H 1.33227 -4.10033 2.97931
H 0.42669 -2.88895 2.03928
H -0.42133 -4.10390 3.01628
H -0.28404 -4.74796 0.53133
H 1.48432 -4.96409 0.72455
H 1.71865 -7.08257 0.76526
H 0.71272 -8.27152 1.60719
H -1.31247 -7.57587 0.22882
H -0.20197 -8.39326 -0.68667
H -0.32828 -6.53453 -0.72405
C 0.67569 4.71447 2.00176
C -0.10205 5.60104 3.01510
O -0.08219 5.00621 4.33654
C -1.17014 5.35072 5.17445
C -1.21595 6.86255 5.54634
H 0.23051 3.71962 2.01478
H 0.58074 5.01936 0.95958
H 1.68815 4.56415 2.37649
H 0.26946 6.62566 3.03104
H -1.16301 5.60978 2.76531
H -2.12823 5.04615 4.75324
H -1.07305 4.82552 6.12463
H -0.26491 7.19323 5.96381
H -2.02466 7.09643 6.23872
H -1.37434 7.47392 4.65796
C 1.66065 6.46471 -1.55897
C 1.58846 4.97934 -1.60015
O 2.58542 4.39271 -0.76941
C 2.71779 2.99351 -0.69856
C 3.65752 2.84294 0.47491
H 1.33494 6.83080 -0.58531
H 2.62690 6.84882 -1.88596
H 0.95931 6.93622 -2.24737
H 0.66128 4.55384 -1.21624
H 1.71553 4.60167 -2.61471
H 1.75701 2.53448 -0.46559
H 3.03458 2.49646 -1.61546
H 3.84510 1.77338 0.56961
H 3.38595 3.20740 1.46563
H 4.62202 3.30173 0.25729
C -6.45475 1.20205 3.57003
C -5.34205 1.25222 2.47734
O -4.90006 2.61988 2.54529
C -3.83468 2.93147 1.66124
C -2.51187 2.33548 2.20556
H -7.00027 0.25844 3.58020
H -6.02792 1.28392 4.56964
H -7.24119 1.93867 3.40573
H -4.55798 0.52796 2.69827
H -5.75694 1.02581 1.49515
H -3.98688 2.50406 0.67016
H -3.80090 4.01414 1.53957
H -2.23685 2.66604 3.20715
H -1.66264 2.55321 1.55788
H -2.52565 1.25243 2.32766
C 6.65091 -4.40510 -0.52206
C 6.21665 -4.11730 0.92010
O 4.96577 -3.39719 0.89156
C 4.47471 -2.86602 2.10189
C 3.23823 -2.06743 1.75514
H 6.04664 -5.20139 -0.95667
H 6.58269 -3.51432 -1.14651
H 7.71771 -4.62395 -0.47599
H 6.06258 -5.05570 1.45279
H 7.02811 -3.62370 1.45487
H 4.31465 -3.55308 2.93281
H 5.16251 -2.17271 2.58599
H 2.45145 -2.72380 1.38332
H 3.50786 -1.33739 0.99196
H 2.87459 -1.48932 2.60465
C -2.05184 -0.83554 -5.58059
C -1.46571 0.36897 -6.23378
O -1.07998 1.21268 -5.15734
C -0.40425 2.41031 -5.63292
C -0.25648 3.43135 -4.49827
H -1.34434 -1.25522 -4.86546
H -2.93187 -0.55553 -5.00160
H -2.35620 -1.52367 -6.36923
H -0.60984 0.19006 -6.88462
H -2.22919 0.86008 -6.83712
H 0.56605 2.03013 -5.95243
H -0.83674 2.84464 -6.53425
H 0.36135 4.23895 -4.89093
H 0.15793 3.02740 -3.57459
H -1.18885 3.89982 -4.18311
C -3.74720 4.02492 -5.50684
C -3.94617 3.09560 -4.33030
O -4.69130 3.72714 -3.25915
C -5.16460 2.86236 -2.28370
C -5.94471 3.65127 -1.24243
H -3.21542 3.46572 -6.27666
H -4.68222 4.48059 -5.83271
H -3.14264 4.89617 -5.25478
H -4.51467 2.28297 -4.78258
H -2.99819 2.74533 -3.92198
H -5.74328 2.14267 -2.86275
H -4.29270 2.41426 -1.80719
H -5.35374 4.43662 -0.77117
H -6.29951 2.93678 -0.49964
H -6.79634 4.10450 -1.74978
*
```

The SMILES is COC[C@H](C)N.COC[C@H](C)N.COC[C@H](C)N.COC[C@H](C)N.COC[C@H](C)N.CCOCC.CCOCC.CCOCC.CCOCC.CCOCC.CCOCC.CCOCC. Its HOMO-LUMO gap is 8.923 eV. The calculation puts the total energy at -3080.1961 Ha. The calculation puts the lowest unoccupied orbital energy at 0.532 eV.

Atom charges from the Mulliken analysis, given in e for atoms 1 to 99:
1 C -1.856
2 C 3.077
3 C -1.517
4 O -0.111
5 C -0.641
6 N -0.627
7 H 0.325
8 H 0.442
9 H 0.386
10 H -1.419
11 H 0.380
12 H 0.557
13 H 0.286
14 H 0.375
15 H 0.001
16 H 0.416
17 H -0.087
18 C -1.368
19 C 0.299
20 C 0.233
21 O -0.413
22 C -0.665
23 N -0.125
24 H 0.132
25 H 0.377
26 H 0.371
27 H 0.414
28 H 0.480
29 H -0.469
30 H 0.301
31 H 0.200
32 H 0.271
33 H 0.307
34 H -0.032
35 C -1.123
36 C 0.542
37 C -0.828
38 O -0.094
39 C -0.874
40 N 0.058
41 H 0.447
42 H 0.127
43 H 0.058
44 H 0.412
45 H 0.667
46 H 0.002
47 H 0.172
48 H 0.225
49 H 0.361
50 H -0.060
51 H 0.101
52 C -1.427
53 C 1.017
54 C -0.853
55 O -0.467
56 C -0.448
57 N -0.837
58 H 0.381
59 H 0.338
60 H 0.326
61 H -0.013
62 H 0.367
63 H 0.332
64 H 0.138
65 H 0.142
66 H 0.488
67 H 0.280
68 H 0.262
69 C -0.574
70 C 2.902
71 C -0.470
72 O -0.137
73 C 0.467
74 N 0.573
75 H 0.068
76 H -0.087
77 H -0.232
78 H -1.096
79 H 0.075
80 H 0.079
81 H -0.227
82 H -0.195
83 H -0.103
84 H -0.451
85 H -0.909
86 C -0.879
87 C 0.492
88 O -0.541
89 C -0.247
90 C -0.614
91 H 0.317
92 H -0.242
93 H 0.454
94 H -0.073
95 H 0.290
96 H 0.252
97 H 0.344
98 H 0.341
99 H 0.424